261
Properties=species:S:1:pos:R:3 method="wB97M-V/def2-TZVPD" fmax_ha_per_bohr=0.3318 total_charge=-1 e_tot_ha=-13406.353825 homo_lumo_gap_ha=0.1966 e_above_lowest_kcal_mol=0.0 homo_energy_ha=-0.22875
C -23.986 -0.620 10.489
C -22.771 -0.863 9.751
C -22.340 0.320 8.738
N -21.141 0.021 7.776
C -19.930 -0.180 8.617
C -21.474 -1.098 6.684
C -20.593 -0.676 5.534
C -20.306 0.833 5.688
C -21.047 1.370 6.916
H -23.760 0.028 11.336
H -24.412 -1.471 11.021
H -24.722 -0.036 9.936
H -22.833 -1.809 9.213
H -21.880 -1.149 10.310
H -22.167 1.284 9.217
H -23.220 0.516 8.126
H -19.041 -0.209 7.987
H -20.001 -1.199 8.998
H -19.880 0.586 9.391
H -21.309 -2.000 7.274
H -22.461 -1.167 6.228
H -19.658 -1.232 5.595
H -21.228 -0.715 4.649
H -19.234 1.019 5.742
H -20.586 1.401 4.801
H -20.630 2.201 7.485
H -22.015 1.667 6.510
C -25.037 11.527 14.700
C -23.884 11.657 13.813
C -23.763 10.673 12.647
N -22.277 10.508 12.154
C -21.251 11.637 12.528
C -22.115 10.295 10.672
C -22.498 8.855 10.379
C -22.412 8.188 11.778
C -21.794 9.122 12.742
H -25.085 10.570 15.220
H -25.899 11.685 14.052
H -25.098 12.293 15.474
H -22.918 11.591 14.313
H -23.914 12.638 13.339
H -24.312 10.972 11.754
H -24.209 9.730 12.963
H -20.408 11.703 11.840
H -20.838 11.516 13.530
H -21.702 12.628 12.589
H -21.048 10.398 10.478
H -22.676 11.070 10.149
H -21.819 8.420 9.646
H -23.538 8.750 10.070
H -21.771 7.327 11.588
H -23.382 7.757 12.025
H -20.707 9.182 12.691
H -22.238 9.042 13.735
C -12.225 5.192 18.634
C -13.394 5.843 17.891
C -13.635 7.269 18.103
N -14.874 7.859 17.411
C -15.245 9.254 18.170
C -16.172 6.977 17.374
C -16.035 6.193 16.128
C -15.808 7.334 15.147
C -14.670 8.180 15.949
H -12.300 4.133 18.387
H -12.459 5.294 19.694
H -11.165 5.386 18.471
H -14.298 5.264 18.076
H -13.038 5.623 16.885
H -12.783 7.902 17.854
H -13.800 7.344 19.178
H -15.417 9.269 19.247
H -16.236 9.499 17.788
H -14.396 9.900 17.945
H -17.040 7.635 17.423
H -16.141 6.364 18.275
H -17.023 5.733 16.108
H -15.418 5.296 16.069
H -16.758 7.865 15.079
H -15.465 7.047 14.153
H -14.782 9.236 15.705
H -13.749 7.678 15.650
C -10.453 10.764 2.471
C -10.675 9.318 2.862
C -12.201 9.017 2.818
N -12.598 7.477 2.978
C -11.849 6.582 1.870
C -12.473 6.970 4.483
C -13.673 6.129 4.711
C -14.541 6.037 3.491
C -14.101 7.318 2.899
H -9.437 10.828 2.083
H -10.732 11.505 3.220
H -10.970 10.927 1.525
H -10.211 9.090 3.822
H -10.110 8.687 2.176
H -12.773 9.473 2.010
H -12.543 9.319 3.808
H -12.063 5.561 2.185
H -10.762 6.657 1.882
H -12.271 6.702 0.872
H -11.612 6.302 4.463
H -12.511 7.708 5.285
H -13.540 5.165 5.202
H -14.211 6.655 5.500
H -14.173 5.282 2.796
H -15.624 6.059 3.608
H -14.287 7.424 1.830
H -14.643 8.091 3.445
C -18.909 0.505 13.381
C -19.631 1.304 14.521
C -18.566 1.689 15.681
N -19.152 2.101 17.050
C -19.779 3.412 16.846
C -18.165 2.032 18.254
C -18.970 1.873 19.515
C -20.407 1.521 18.980
C -20.191 1.094 17.588
H -19.480 -0.393 13.144
H -17.896 0.220 13.666
H -18.640 1.088 12.500
H -20.495 0.804 14.960
H -20.106 2.196 14.112
H -17.708 2.289 15.379
H -17.929 0.850 15.962
H -20.466 3.104 16.058
H -19.145 4.191 16.422
H -20.320 3.739 17.734
H -17.464 2.867 18.237
H -17.656 1.088 18.061
H -18.815 2.685 20.226
H -18.671 0.961 20.033
H -20.928 2.474 19.071
H -20.793 0.763 19.661
H -21.068 1.185 16.947
H -19.770 0.090 17.531
C -17.051 10.347 5.478
C -16.338 11.576 6.043
C -15.415 12.371 5.109
N -15.161 13.832 5.672
C -14.711 13.974 7.200
C -13.972 14.369 4.810
C -14.674 15.131 3.652
C -15.954 15.681 4.159
C -16.375 14.745 5.274
H -16.457 9.444 5.344
H -17.549 10.694 4.573
H -17.761 9.951 6.205
H -15.896 11.354 7.014
H -17.072 12.257 6.472
H -15.896 12.741 4.204
H -14.493 11.827 4.902
H -13.647 13.734 7.203
H -15.084 13.152 7.810
H -14.895 14.963 7.619
H -13.422 15.117 5.381
H -13.204 13.663 4.494
H -14.030 15.843 3.136
H -14.803 14.481 2.787
H -15.952 16.677 4.601
H -16.791 15.729 3.462
H -16.811 15.394 6.033
H -17.272 14.179 5.025
C -18.841 5.269 12.959
C -17.755 4.674 12.005
C -18.375 4.768 10.538
N -17.460 4.093 9.552
C -17.451 2.595 9.815
C -16.092 4.737 9.338
C -15.845 4.951 7.766
C -16.948 4.309 7.073
C -18.070 4.381 8.163
H -19.616 5.859 12.469
H -18.390 5.902 13.722
H -19.425 4.606 13.598
H -17.553 3.641 12.289
H -16.917 5.371 11.981
H -18.411 5.796 10.177
H -19.368 4.345 10.389
H -16.904 2.277 8.928
H -18.459 2.214 9.651
H -16.791 2.343 10.646
H -15.238 4.193 9.740
H -16.267 5.775 9.623
H -14.916 4.529 7.384
H -15.916 5.981 7.415
H -16.797 3.304 6.677
H -17.101 4.802 6.113
H -18.868 3.674 7.937
H -18.493 5.385 8.204
N -17.914 5.451 19.365
S -17.200 5.706 20.913
O -18.025 5.637 22.074
O -16.127 6.722 20.961
F -16.341 4.354 20.959
S -19.131 6.311 19.440
O -19.013 7.677 19.875
O -20.222 5.560 20.010
F -19.553 6.410 17.876
N -18.735 9.649 11.042
S -17.566 9.458 11.892
O -16.281 10.137 11.626
O -17.495 8.136 12.616
F -17.994 10.477 13.145
S -18.019 9.219 9.653
O -17.168 8.072 9.613
O -17.539 10.381 8.915
F -19.490 8.920 8.972
N -13.822 2.206 14.443
S -14.809 1.388 13.681
O -16.091 2.038 13.536
O -14.626 -0.084 13.724
F -14.143 1.805 12.205
S -14.310 1.620 15.990
O -13.174 0.957 16.682
O -15.650 1.128 16.322
F -14.313 3.089 16.752
N -23.328 3.028 16.925
S -23.733 2.203 15.805
O -25.028 2.515 15.247
O -23.124 0.877 15.701
F -22.836 2.880 14.629
S -24.333 2.433 18.071
O -24.404 0.987 18.304
O -25.496 3.325 18.329
F -23.425 2.873 19.317
N -16.650 -0.173 8.193
S -15.664 -1.002 8.982
O -14.240 -0.588 8.987
O -15.802 -2.473 8.913
F -16.206 -0.810 10.513
S -16.106 -0.488 6.565
O -17.174 -0.889 5.683
O -14.853 -1.230 6.258
F -15.929 1.018 5.974
N -23.084 3.886 8.774
S -22.845 5.366 7.967
O -21.437 5.834 7.932
O -23.928 6.329 7.771
F -22.857 4.666 6.486
S -22.880 4.502 10.132
O -23.911 5.390 10.667
O -21.507 4.727 10.591
F -23.336 3.255 11.024
N -10.404 3.011 7.414
S -11.155 3.578 8.789
O -11.718 2.618 9.713
O -12.087 4.748 8.536
F -9.724 4.150 9.355
S -11.454 2.007 6.961
O -12.666 2.656 6.550
O -11.429 0.658 7.540
F -10.736 1.643 5.533
N -18.152 2.547 2.175
S -17.548 2.884 3.397
O -18.385 3.503 4.495
O -16.145 3.172 3.546
F -17.615 1.304 3.969
S -18.287 4.054 1.432
O -17.272 5.102 1.589
O -19.638 4.584 1.333
F -17.977 3.657 -0.139

***

217
Properties=species:S:1:pos:R:3 method="wB97M-V/def2-TZVPD" fmax_ha_per_bohr=0.0797 e_tot_ha=-4842.324445 homo_lumo_gap_ha=0.3509 e_above_lowest_kcal_mol=0.0 homo_energy_ha=-0.33092
C -2.490 -6.195 -5.660
O -2.484 -6.170 -4.196
C -3.517 -5.385 -3.558
C -2.965 -5.227 -2.222
O -1.880 -4.244 -2.212
C -0.636 -4.670 -2.616
H -2.511 -5.194 -6.020
H -3.306 -6.775 -5.984
H -1.542 -6.613 -5.847
H -4.446 -5.942 -3.553
H -3.546 -4.394 -4.128
H -2.538 -6.160 -1.868
H -3.670 -4.856 -1.368
H 0.167 -4.071 -2.173
H -0.418 -4.613 -3.710
H -0.440 -5.619 -2.201
C 1.245 3.032 -3.809
O 1.484 4.091 -4.800
C 1.251 5.335 -4.263
C 2.281 5.688 -3.208
O 1.903 5.384 -1.894
C 2.727 6.031 -0.999
H 0.217 3.112 -3.454
H 2.001 3.152 -3.024
H 1.395 2.118 -4.339
H 0.227 5.385 -3.911
H 1.420 6.134 -5.048
H 2.467 6.791 -3.343
H 3.222 5.151 -3.503
H 3.805 5.894 -1.255
H 2.392 5.810 -0.013
H 2.574 7.117 -1.128
C 4.694 -3.857 -3.908
O 4.237 -2.580 -3.671
C 2.895 -2.415 -3.241
C 2.664 -2.691 -1.764
O 2.925 -4.055 -1.526
C 2.793 -4.479 -0.196
H 5.187 -3.890 -4.890
H 3.897 -4.613 -4.069
H 5.391 -4.182 -3.116
H 2.319 -3.179 -3.793
H 2.569 -1.380 -3.449
H 1.616 -2.397 -1.647
H 3.224 -2.074 -1.007
H 1.943 -3.972 0.307
H 3.672 -4.202 0.402
H 2.692 -5.526 -0.138
C 1.666 5.418 3.417
O 1.708 4.549 4.541
C 0.413 4.141 4.789
C 0.421 3.122 5.942
O 1.025 1.837 5.630
C 0.497 0.781 6.471
H 1.074 5.094 2.558
H 2.692 5.520 3.057
H 1.192 6.375 3.750
H -0.098 3.666 3.932
H -0.305 4.935 4.990
H -0.583 2.906 6.224
H 0.908 3.616 6.805
H 0.837 -0.160 6.128
H -0.625 0.754 6.543
H 0.779 0.879 7.530
C -5.796 -1.346 1.261
O -5.757 -1.132 2.602
C -4.762 -1.804 3.239
C -3.401 -1.251 3.109
O -3.252 -0.040 3.876
C -1.935 0.391 3.821
H -6.095 -2.309 1.026
H -4.880 -1.099 0.693
H -6.548 -0.643 0.919
H -4.630 -2.804 2.784
H -5.067 -1.871 4.302
H -3.253 -1.020 2.072
H -2.624 -1.969 3.388
H -1.824 1.346 4.385
H -1.538 0.504 2.810
H -1.398 -0.363 4.336
C 2.497 -0.372 2.241
O 1.492 0.157 1.403
C 1.832 1.466 0.979
C 0.847 2.052 -0.057
O -0.368 2.550 0.464
C -1.458 2.580 -0.421
H 2.884 0.234 3.094
H 3.364 -0.558 1.557
H 2.169 -1.386 2.556
H 2.796 1.417 0.477
H 1.949 2.195 1.844
H 0.604 1.271 -0.780
H 1.304 2.877 -0.596
H -1.698 1.519 -0.770
H -1.312 3.105 -1.365
H -2.314 3.000 0.083
C 6.408 -1.327 3.831
O 5.150 -0.978 4.501
C 5.457 -0.260 5.707
C 4.104 0.074 6.369
O 4.368 0.552 7.701
C 3.216 0.753 8.474
H 6.874 -0.467 3.355
H 6.212 -2.097 3.042
H 7.152 -1.768 4.492
H 6.068 0.583 5.425
H 6.031 -1.012 6.326
H 3.551 -0.841 6.325
H 3.634 0.804 5.678
H 3.575 1.044 9.448
H 2.655 -0.170 8.564
H 2.631 1.576 8.033
C -2.249 -6.282 1.874
C -2.184 -4.872 2.459
O -2.557 -3.969 1.451
C -1.624 -3.354 0.779
O -0.466 -3.719 0.781
O -2.151 -2.246 0.150
C -1.066 -1.414 -0.397
H -1.765 -6.263 0.875
H -3.211 -6.620 1.552
H -1.856 -7.081 2.468
H -1.254 -4.665 2.926
H -2.940 -4.821 3.377
H -0.685 -1.900 -1.312
H -0.250 -1.384 0.359
H -1.416 -0.356 -0.636
C 4.353 0.820 -2.121
C 5.361 1.550 -1.319
O 4.786 2.382 -0.315
C 5.211 2.238 0.964
O 5.698 1.239 1.420
O 4.878 3.295 1.703
C 5.053 3.094 3.100
H 3.773 0.120 -1.511
H 4.783 0.159 -2.935
H 3.605 1.502 -2.593
H 5.977 2.192 -1.946
H 6.029 0.896 -0.777
H 4.635 2.138 3.355
H 4.470 3.896 3.580
H 6.146 3.177 3.445
C 3.661 -1.152 -7.667
C 2.865 -0.807 -6.478
O 1.536 -1.350 -6.573
C 0.750 -1.078 -5.525
O 1.027 -0.244 -4.723
O -0.247 -1.923 -5.494
C -1.305 -1.753 -4.612
H 3.096 -0.746 -8.551
H 3.834 -2.213 -7.748
H 4.604 -0.593 -7.712
H 2.851 0.293 -6.459
H 3.415 -1.196 -5.592
H -1.735 -2.671 -4.274
H -2.062 -1.194 -5.079
H -1.133 -1.132 -3.695
C -0.947 6.475 0.540
C -1.886 6.881 1.637
O -1.948 5.908 2.682
C -3.046 5.198 2.626
O -4.028 5.389 1.933
O -2.980 4.228 3.624
C -4.259 3.552 3.912
H 0.056 6.530 0.775
H -1.034 7.138 -0.322
H -1.235 5.400 0.220
H -2.886 6.938 1.304
H -1.585 7.821 2.044
H -4.975 3.684 3.172
H -4.612 3.899 4.847
H -3.974 2.488 3.860
C 1.324 -4.215 4.302
C 0.810 -2.883 4.837
O 0.681 -3.065 6.257
C -0.507 -2.823 6.733
O -1.420 -2.270 6.166
O -0.593 -3.359 7.942
C -1.689 -3.018 8.675
H 0.553 -5.025 4.351
H 2.180 -4.422 4.944
H 1.647 -4.089 3.252
H -0.128 -2.563 4.411
H 1.570 -2.089 4.697
H -1.695 -1.905 8.874
H -1.541 -3.537 9.619
H -2.591 -3.307 8.197
C -2.134 2.191 -7.577
C -1.968 1.002 -6.658
O -1.906 -0.210 -7.474
C -2.660 -1.318 -7.328
O -3.723 -1.358 -6.720
O -2.235 -2.340 -7.988
C -1.126 -2.234 -8.967
H -1.251 2.374 -8.087
H -2.389 3.068 -6.986
H -2.998 1.980 -8.241
H -2.786 0.864 -5.935
H -0.992 1.040 -6.227
H -1.292 -3.134 -9.594
H -0.191 -2.308 -8.415
H -1.252 -1.272 -9.471
C -5.871 -0.774 -4.071
C -5.699 -0.076 -2.630
O -5.791 1.327 -2.857
C -5.937 2.036 -1.711
O -5.703 1.626 -0.589
O -6.252 3.290 -2.096
C -6.006 4.235 -1.072
H -5.036 -0.723 -4.769
H -6.817 -0.386 -4.560
H -6.073 -1.834 -4.006
H -4.735 -0.238 -2.062
H -6.480 -0.441 -1.954
H -6.696 4.128 -0.224
H -6.154 5.176 -1.513
H -4.970 4.154 -0.800